(one)
{"formula": "C5H3N3", "method": "ωB97M-V/def2-TZVPD", "species": ["C", "C", "N", "C", "C", "N", "C", "N", "H", "H", "H"], "positions_angstrom": [[-3.1229, -0.9308, -0.5320], [-2.2934, -0.4256, 0.1724], [-1.3692, 0.1771, 0.9334], [-0.1404, 0.4330, 0.4825], [0.9541, 0.4843, -0.0235], [2.1640, 0.7312, -0.5322], [3.0751, -0.1437, -0.1810], [3.8679, -0.9055, 0.1447], [-3.8526, -1.3789, -1.1321], [-1.6321, 0.4837, 1.8598], [2.3497, 1.4752, -1.1920]], "smiles": "C#CNC#CNC#N", "homo_ha": -0.3264, "spin_multiplicity": 1}

***

(two)
{"formula": "C5H3N3", "method": "ωB97M-V/def2-TZVPD", "species": ["C", "C", "N", "C", "C", "N", "C", "N", "H", "H", "H"], "positions_angstrom": [[0.8297, -2.0834, -1.2050], [-0.0735, -1.4648, -0.7135], [-1.0186, -0.7344, -0.1081], [-0.7849, 0.5224, 0.2726], [-0.3811, 1.5577, 0.7486], [-0.1898, 2.8471, 1.0592], [-0.2324, 3.8214, -0.0793], [-0.3472, 4.5689, -0.9339], [1.5747, -2.6346, -1.6920], [-1.9380, -1.1261, 0.0426], [0.5290, 3.0824, 1.7301]], "smiles": "C#CNC#CNC#N", "homo_ha": -0.3272, "spin_multiplicity": 1}

***

(one) wins, 29.6 kJ/mol ahead of the next structure.

***

(one)
{"formula": "C3HN", "method": "ωB97M-V/def2-TZVPD", "species": ["C", "C", "C", "N", "H"], "positions_angstrom": [[-1.8459, 0.0161, -0.0365], [-0.6592, -0.1062, 0.0050], [0.7606, -0.0046, 0.0601], [1.9100, 0.0424, -0.0344], [-2.9031, 0.2715, 0.0685]], "smiles": "C#CC#N", "homo_ha": -0.4157, "spin_multiplicity": 1}

***

(two)
{"formula": "C3HN", "method": "ωB97M-V/def2-TZVPD", "species": ["C", "C", "C", "N", "H"], "positions_angstrom": [[-1.1200, -0.0376, 0.2017], [-0.0251, -0.1426, -0.2728], [1.3306, -0.1799, -0.6821], [1.9289, 0.3360, 0.1853], [-2.1145, 0.0241, 0.5679]], "smiles": "C#CC#N", "homo_ha": -0.3865, "spin_multiplicity": 1}

***

(one) wins, 177.7 kJ/mol ahead of the next structure.

***

(one)
{"formula": "C20H24N2O3", "method": "ωB97M-V/def2-TZVPD", "species": ["O", "C", "C", "C", "N", "C", "C", "C", "C", "C", "O", "C", "C", "C", "C", "N", "C", "C", "O", "C", "C", "C", "C", "C", "C", "H", "H", "H", "H", "H", "H", "H", "H", "H", "H", "H", "H", "H", "H", "H", "H", "H", "H", "H", "H", "H", "H", "H", "H"], "positions_angstrom": [[2.1444, 2.4970, -0.6502], [1.2166, 2.0143, -1.2787], [-0.0219, 2.8245, -1.6157], [-1.3658, 2.2159, -1.1221], [-1.3117, 0.8718, -0.6089], [-0.6549, 0.7216, 0.6858], [-1.6967, 0.4726, 1.7486], [-2.2469, 1.5189, 2.4781], [-3.2316, 1.2928, 3.4190], [-3.6886, -0.0007, 3.6474], [-4.6594, -0.1887, 4.5835], [-3.1434, -1.0551, 2.9255], [-2.1582, -0.8145, 1.9860], [-1.0437, -0.1363, -1.6036], [0.1625, 0.1861, -2.5126], [1.2531, 0.7458, -1.7504], [2.4658, -0.0388, -1.5318], [3.2972, -0.0943, -2.8235], [3.5633, 1.1903, -3.3212], [2.1466, -1.3793, -0.9169], [2.0749, -1.4665, 0.4709], [1.7116, -2.6483, 1.0914], [1.4243, -3.7690, 0.3311], [1.5202, -3.7021, -1.0477], [1.8782, -2.5169, -1.6685], [-0.0377, 2.9541, -2.7006], [0.1266, 3.8097, -1.1720], [-2.0897, 2.2215, -1.9425], [-1.7708, 2.8435, -0.3258], [0.0347, -0.1252, 0.6594], [-0.0792, 1.6180, 0.9359], [-1.8942, 2.5268, 2.3151], [-3.6592, 2.1020, 3.9894], [-4.8806, -1.1261, 4.6392], [-3.4916, -2.0648, 3.1028], [-1.7388, -1.6429, 1.4331], [-1.9337, -0.2465, -2.2352], [-0.8763, -1.0855, -1.0917], [0.5029, -0.7279, -2.9976], [-0.1350, 0.8893, -3.2962], [3.0409, 0.5476, -0.8009], [2.7659, -0.6077, -3.6284], [4.2298, -0.6415, -2.6154], [3.8185, 1.7648, -2.5880], [2.3134, -0.5983, 1.0689], [1.6527, -2.6921, 2.1689], [1.1371, -4.6926, 0.8111], [1.3136, -4.5767, -1.6470], [1.9573, -2.4949, -2.7449]], "smiles": "O=C1CCN(Cc2ccc(O)cc2)CCN1[C@H](CO)c1ccccc1", "homo_ha": -0.2991, "spin_multiplicity": 1}

***

(two)
{"formula": "C20H24N2O3", "method": "ωB97M-V/def2-TZVPD", "species": ["C", "O", "C", "C", "C", "C", "C", "C", "O", "C", "C", "O", "N", "C", "C", "C", "C", "N", "C", "C", "C", "C", "C", "C", "C", "H", "H", "H", "H", "H", "H", "H", "H", "H", "H", "H", "H", "H", "H", "H", "H", "H", "H", "H", "H", "H", "H", "H", "H"], "positions_angstrom": [[2.7614, 1.1906, -4.9973], [2.9053, 2.1876, -4.0105], [1.8155, 2.6755, -3.3482], [2.0015, 3.9290, -2.7712], [1.0015, 4.5493, -2.0493], [-0.2189, 3.9194, -1.8979], [-0.4219, 2.6683, -2.4528], [0.5805, 2.0282, -3.1706], [0.4314, 0.7565, -3.6928], [-0.8584, 0.1937, -3.7291], [-1.3922, -0.2796, -2.3659], [-2.5816, -0.4328, -2.1828], [-0.4021, -0.5124, -1.4799], [-0.4852, -0.9207, -0.1413], [0.6939, -0.9954, 0.5956], [0.6751, -1.3895, 1.9146], [-0.5235, -1.7362, 2.5522], [-0.5151, -2.0790, 3.8941], [0.4516, -3.0361, 4.3894], [0.8391, -2.7005, 5.8274], [-0.4098, -2.7111, 6.7021], [-1.4353, -1.7464, 6.1174], [-1.7407, -2.0966, 4.6591], [-1.6981, -1.6559, 1.7972], [-1.6838, -1.2523, 0.4769], [1.9667, 1.4373, -5.7055], [2.5630, 0.2088, -4.5617], [3.7170, 1.1675, -5.5214], [2.9618, 4.3990, -2.9129], [1.1753, 5.5213, -1.6146], [-1.0163, 4.3879, -1.3428], [-1.3726, 2.1810, -2.3046], [-0.7678, -0.6862, -4.3753], [-1.5910, 0.8744, -4.1776], [0.5372, -0.3178, -1.8063], [1.6334, -0.7276, 0.1313], [1.6028, -1.4074, 2.4657], [1.3319, -3.0384, 3.7483], [0.0162, -4.0504, 4.3659], [1.5689, -3.4264, 6.1895], [1.2954, -1.7095, 5.8534], [-0.1619, -2.4245, 7.7255], [-0.8284, -3.7204, 6.7266], [-2.3604, -1.7746, 6.6955], [-1.0377, -0.7306, 6.1566], [-2.4240, -1.3487, 4.2554], [-2.2296, -3.0844, 4.6139], [-2.6455, -1.9300, 2.2333], [-2.6028, -1.2028, -0.0826]], "smiles": "COc1ccccc1OCC(=O)Nc1ccc(N2CCCCC2)cc1", "homo_ha": -0.2711, "spin_multiplicity": 1}

***

(one) wins, 25.3 kJ/mol ahead of the next structure.

***

(one)
{"formula": "C3H10N3O", "method": "ωB97M-V/def2-TZVPD", "species": ["C", "C", "C", "N", "N", "N", "O", "H", "H", "H", "H", "H", "H", "H", "H", "H", "H"], "positions_angstrom": [[1.6396, -0.4325, -0.0333], [-1.7848, 0.8024, 0.1586], [-1.4077, -0.1696, -0.9503], [2.5544, -0.2805, -0.9388], [-0.6698, -1.3175, -0.6008], [1.7343, -0.1043, 1.2196], [-0.9470, -1.7807, 0.6148], [-2.5118, 1.5180, -0.2067], [-2.2173, 0.2720, 1.0048], [-0.9005, 1.3416, 0.4914], [-2.3351, -0.5990, -1.3700], [-0.8911, 0.3094, -1.7835], [2.3906, -0.5784, -1.8880], [3.4680, 0.1201, -0.7289], [2.5725, 0.3062, 1.6293], [0.9668, -0.2784, 1.8526], [-0.5687, -2.6776, 0.6912]], "charge": 1, "homo_ha": [-0.5134, -0.4808], "spin_multiplicity": 1}

***

(two)
{"formula": "C3H10N3O", "method": "ωB97M-V/def2-TZVPD", "species": ["C", "C", "N", "N", "C", "N", "O", "H", "H", "H", "H", "H", "H", "H", "H", "H", "H"], "positions_angstrom": [[0.4099, -0.8828, 1.1632], [-0.1470, 0.2140, 0.1253], [-1.5324, -0.1234, -0.1935], [0.1887, 1.4894, 0.5599], [0.6575, -0.1195, -1.1272], [0.3411, -0.8997, -2.0663], [1.9511, 0.6585, -1.3580], [-0.4352, -1.6084, 1.3577], [0.6882, -0.4960, 2.0979], [1.3872, -1.2419, 0.6090], [-1.8985, -0.4335, 0.6941], [-2.0198, 0.7302, -0.4226], [-0.1947, 2.3711, 0.0550], [0.0655, 1.7042, 1.4835], [-0.4967, -1.4492, -2.0478], [0.9160, -0.8954, -2.9306], [1.8028, 1.4986, -0.8075]], "charge": 1, "smiles": "CC(N)(N)C(=[NH2+])O", "homo_ha": -0.5284, "spin_multiplicity": 1}

***

(two) wins, 288.7 kJ/mol ahead of the next structure.

***

(one)
{"formula": "C3H14O4", "method": "ωB97M-V/def2-TZVPD", "species": ["C", "C", "C", "O", "H", "H", "H", "H", "H", "H", "H", "H", "O", "H", "H", "O", "H", "H", "O", "H", "H"], "positions_angstrom": [[1.0626, 1.1309, -1.3126], [1.5567, 0.6235, 0.0983], [1.2898, -0.8837, 0.2538], [0.7985, 1.2323, 1.1153], [2.0426, 1.5922, -1.7715], [0.3406, 1.9263, -1.4126], [0.5818, 0.3491, -1.9417], [2.5720, 0.8085, 0.4707], [2.2790, -1.4345, -0.1348], [0.2750, -1.1535, -0.0172], [1.4753, -1.1238, 1.3307], [0.0961, 1.7291, 0.6153], [-3.3569, -3.9593, 2.9567], [-2.8038, -3.2464, 3.2636], [-3.0608, -4.0348, 2.0418], [-0.2713, 3.8857, -5.4959], [0.6118, 4.0302, -5.7199], [-0.3990, 3.2492, -6.2855], [-1.9347, -1.9293, 4.0177], [-2.0635, -1.1081, 3.6493], [-1.0919, -1.6836, 4.2785]], "smiles": "CC(C)O.O.O.O", "homo_ha": -0.3712, "spin_multiplicity": 1}

***

(two)
{"formula": "C3H14O4", "method": "ωB97M-V/def2-TZVPD", "species": ["C", "C", "C", "H", "H", "H", "H", "H", "H", "O", "H", "H", "O", "H", "H", "O", "H", "H", "O", "H", "H"], "positions_angstrom": [[3.3387, 0.2684, 0.2216], [3.6239, -0.9030, -0.3246], [3.2025, -2.2767, 0.2275], [3.7695, 1.1906, -0.3568], [2.4603, 0.5331, 0.9455], [3.9698, -0.9500, -1.4342], [2.5520, -2.1978, 1.1063], [2.9542, -2.8072, -0.6583], [3.9494, -3.0071, 0.3936], [-0.8249, 0.2522, -0.4464], [-0.1946, 0.6088, -1.1390], [-1.4250, -0.1732, -1.1166], [0.1154, 2.9438, -1.4555], [0.1109, 3.5957, -0.7381], [0.4828, 3.2967, -2.2603], [-4.0733, 1.6794, 1.2713], [-3.9446, 0.7480, 1.4172], [-3.1587, 2.0064, 1.5719], [-5.5048, -1.9088, 1.2039], [-5.7926, -1.9780, 0.3168], [-5.6108, -0.9212, 1.2541]], "smiles": "C=CC.O.O.O.O", "homo_ha": -0.3398, "spin_multiplicity": 1}

***

(one) wins, 46.1 kJ/mol ahead of the next structure.

***

(one)
{"formula": "C5H10OS", "method": "ωB97M-V/def2-TZVPD", "species": ["C", "C", "C", "C", "S", "C", "O", "H", "H", "H", "H", "H", "H", "H", "H", "H", "H"], "positions_angstrom": [[-1.1006, -0.1540, 1.5977], [-0.9867, -0.1762, 0.0475], [-2.2174, -0.7856, -0.6520], [0.3581, -0.4181, -0.6829], [2.0073, -0.6051, 0.0064], [-0.2987, 0.9574, -0.6626], [0.2419, 1.9450, 0.1047], [-2.0895, 0.1630, 1.9184], [-0.9081, -1.1703, 2.0037], [-0.2929, 0.4346, 2.0761], [-1.9937, -0.8183, -1.7521], [-2.4134, -1.7908, -0.3189], [-3.1286, -0.1384, -0.5484], [0.1890, -0.9940, -1.6285], [1.6150, -1.4015, 1.0048], [-0.7385, 1.3816, -1.5833], [1.1809, 1.9146, 0.0028]], "smiles": "CC1(C)[C@H](S)[C@@H]1O", "homo_ha": -0.3364, "spin_multiplicity": 1}

***

(two)
{"formula": "C5H10OS", "method": "ωB97M-V/def2-TZVPD", "species": ["C", "C", "C", "C", "C", "O", "S", "H", "H", "H", "H", "H", "H", "H", "H", "H", "H"], "positions_angstrom": [[-0.2582, 0.7087, -0.8608], [-1.7284, 0.3246, -0.5818], [0.5675, -0.1764, 0.0270], [0.8047, 0.1542, 1.4462], [1.6445, -0.9841, -0.6413], [-2.2331, 1.0199, 0.4867], [-1.3255, -1.4686, -0.0440], [0.0193, 0.6063, -1.8438], [-0.0907, 1.6925, -0.5205], [-2.6481, 0.2042, -1.2790], [1.1571, -0.6534, 1.9143], [-0.1524, 0.5521, 1.8579], [1.5577, 0.9273, 1.4979], [2.4002, -0.2305, -0.3677], [1.4068, -1.1112, -1.7809], [1.8444, -2.0133, -0.1306], [-2.9658, 0.4477, 0.8204]], "homo_ha": [-0.3076, -0.3076], "spin_multiplicity": 1}

***

(three)
{"formula": "C5H10OS", "method": "ωB97M-V/def2-TZVPD", "species": ["C", "S", "C", "C", "C", "C", "O", "H", "H", "H", "H", "H", "H", "H", "H", "H", "H"], "positions_angstrom": [[0.4105, -2.0394, -2.0376], [1.2117, -0.9912, -0.8572], [-0.3152, 0.1765, -0.7631], [0.1061, 1.3743, 0.1154], [0.4835, 1.1146, 1.5791], [-0.7254, 0.4952, 2.3296], [-1.6920, -0.0452, 1.8548], [-0.3129, -2.7563, -1.4463], [1.0112, -2.9153, -2.5098], [-0.0704, -1.5381, -2.8407], [-0.5992, 0.4720, -1.8069], [-1.1446, -0.5308, -0.4954], [0.9870, 1.8639, -0.2177], [-0.7383, 2.2101, 0.2493], [0.8952, 2.0572, 1.9541], [0.9652, 0.2500, 1.5189], [-0.4723, 0.8024, 3.3735]], "smiles": "CSCCCC=O", "homo_ha": -0.3138, "spin_multiplicity": 1}

***

(one) wins, 112.7 kJ/mol ahead of the next structure.